ORCA calculation (wB97M-V/def2-TZVPD) on a structure of composition C39H38BiClN3O3.

Computed properties:
E_HOMO = -10.282 eV
electronic energy = -70032.794 eV
charge = +1
maximum force = 0.57 eV/Å
energy above the lowest of the compared OMol25 structures with the same formula, charge and spin = 0.00 kcal per mole
lowest unoccupied orbital energy = -3.0 eV

Cartesian coordinates (Å):
Bi1 0.140 1.024 -0.122
C1 2.534 1.964 3.663
C2 1.774 2.062 2.493
N1 1.556 1.022 1.720
C3 2.006 -0.210 2.050
C4 2.777 -0.398 3.225
C5 3.046 0.742 4.012
C6 3.182 -1.697 3.587
C7 2.760 -2.752 2.829
C8 1.978 -2.572 1.676
C9 1.609 -1.313 1.231
N2 0.832 -1.025 0.118
C10 0.184 -1.994 -0.651
C11 0.700 -3.217 -1.025
C12 -0.077 -4.160 -1.722
C13 -1.372 -3.902 -2.064
C14 -1.918 -2.632 -1.783
C15 -3.222 -2.247 -2.160
C16 -3.659 -0.972 -1.922
C17 -2.780 -0.054 -1.338
N3 -1.565 -0.397 -0.955
C18 -1.121 -1.667 -1.126
H1 2.691 2.841 4.273
H2 1.321 2.998 2.189
H3 3.633 0.628 4.914
H4 3.780 -1.839 4.477
H5 3.023 -3.760 3.119
H6 1.643 -3.457 1.163
H7 1.728 -3.461 -0.805
H8 0.373 -5.109 -1.980
H9 -1.981 -4.636 -2.574
H10 -3.857 -2.974 -2.651
H11 -4.658 -0.661 -2.191
H12 -3.066 0.977 -1.177
C19 3.284 4.094 0.144
C20 2.730 3.151 -0.898
C21 3.229 1.845 -1.018
C22 4.424 1.381 -0.220
C23 2.679 0.974 -1.974
C24 3.197 -0.440 -2.081
C25 1.697 1.435 -2.867
C26 1.246 0.557 -4.012
C27 1.194 2.736 -2.737
C28 0.072 3.214 -3.628
C29 1.728 3.600 -1.773
C30 1.262 5.036 -1.723
H13 4.107 4.681 -0.271
H14 3.661 3.560 1.011
H15 2.523 4.790 0.491
H16 4.148 0.669 0.560
H17 4.946 2.211 0.247
H18 5.132 0.885 -0.883
H19 4.050 -0.488 -2.764
H20 2.431 -1.118 -2.451
H21 3.527 -0.812 -1.113
H22 0.354 -0.025 -3.758
H23 2.030 -0.138 -4.298
H24 1.020 1.159 -4.889
H25 0.463 3.780 -4.476
H26 -0.608 3.862 -3.078
H27 -0.508 2.382 -4.022
H28 0.397 5.155 -1.064
H29 0.976 5.382 -2.713
H30 2.051 5.694 -1.370
C31 -6.301 -1.346 1.101
C32 -4.983 -1.988 1.430
C33 -4.779 -3.346 1.250
C34 -3.574 -3.935 1.606
Cl1 -3.303 -5.621 1.302
C35 -2.590 -3.187 2.218
C36 -2.786 -1.826 2.417
C37 -3.947 -1.211 1.973
O1 -4.230 0.133 2.027
C38 -3.335 1.129 2.504
C39 -2.173 1.401 1.534
O2 -2.279 2.189 0.593
O3 -1.085 0.735 1.731
H31 -6.913 -2.003 0.486
H32 -6.156 -0.397 0.589
H33 -6.842 -1.131 2.025
H34 -5.571 -3.958 0.837
H35 -1.674 -3.657 2.550
H36 -2.019 -1.270 2.927
H37 -2.954 0.892 3.501
H38 -3.942 2.030 2.535

Force components x, y, z for each atom (eV/Å):
-0.4 0.3 0.3
0.1 0.0 0.1
0.0 -0.1 -0.1
0.2 0.0 0.1
0.2 -0.1 0.3
-0.2 0.1 -0.3
-0.1 0.1 0.0
0.0 -0.1 0.1
0.1 0.1 0.2
-0.1 0.1 -0.2
0.1 -0.4 0.1
0.0 0.2 0.0
0.1 -0.2 0.0
0.1 0.2 0.1
-0.2 -0.1 -0.1
0.1 -0.1 0.0
0.1 0.2 0.1
0.0 0.1 0.0
0.0 -0.2 0.0
0.0 0.0 -0.1
-0.2 0.1 0.0
-0.2 -0.3 -0.1
0.0 0.0 0.0
0.1 0.1 0.0
0.0 0.0 0.0
0.0 0.0 0.0
0.0 0.0 0.0
0.0 0.0 0.0
0.0 0.0 0.0
0.0 0.0 0.0
0.0 0.0 0.0
0.0 0.0 0.0
0.0 0.0 0.0
0.0 0.0 0.0
0.0 -0.1 -0.1
-0.1 0.0 0.0
-0.1 0.0 -0.1
-0.1 0.1 0.0
0.0 0.0 -0.1
0.0 0.1 0.0
0.1 0.0 0.0
0.0 0.0 0.1
0.0 0.0 0.0
0.1 0.0 0.0
0.0 0.0 0.0
0.0 -0.1 0.0
0.0 0.1 0.1
0.0 0.0 0.0
0.0 0.0 0.0
0.0 0.0 0.0
0.0 0.0 0.0
0.0 0.0 0.1
0.0 0.0 0.0
0.0 0.0 0.0
0.0 0.0 0.0
0.0 0.0 -0.1
0.0 0.0 0.0
-0.1 0.0 0.0
-0.1 0.0 0.0
0.0 0.0 0.0
0.0 0.0 0.0
0.0 0.1 0.0
0.0 0.0 0.0
0.0 0.0 0.0
0.1 0.0 0.0
0.0 0.2 0.0
0.0 0.0 0.0
0.1 0.1 0.1
0.0 -0.1 0.0
0.0 -0.1 0.0
0.0 0.2 0.0
0.0 -0.2 0.0
0.0 0.1 -0.1
0.1 -0.2 0.0
0.0 -0.2 0.0
-0.2 0.0 0.0
-0.1 -0.1 -0.1
0.0 0.0 0.0
-0.1 0.0 0.0
-0.1 0.0 0.0
0.0 0.0 0.0
0.0 0.0 0.0
0.2 0.2 0.0
0.0 -0.1 -0.1
0.0 0.0 0.1

Here are the Mulliken charges for atoms 1 to 6, given in e: atom 1 (Bi): 0.2678, atom 2 (C): -1.1752, atom 3 (C): -0.6415, atom 4 (N): 0.7876, atom 5 (C): -0.0537, atom 6 (C): 1.0854